Entry 1:
Molecular formula: C2HN5O3S2
Method: DFT, ωB97M-V/def2-TZVPD

```
13
Properties=species:S:1:pos:R:3:forces:R:3:nbo_charge:R:1
S -0.172583 2.981799 -1.154795 -0.01 -0.91 0.11 0.566
S -1.015801 2.444378 -2.825801 -0.10 0.73 0.36 -0.244
O 2.555355 -3.151122 1.763741 1.23 -0.97 1.95 -0.317
O 0.314485 0.052852 0.560663 1.06 1.12 1.25 -0.416
O -0.395962 1.429897 2.254685 -0.06 -0.80 1.30 -0.327
N -0.277003 1.319904 1.077678 -0.30 0.78 -2.09 0.350
N 0.814070 -2.302874 0.614867 -0.37 0.65 -0.20 0.167
N 1.846583 -2.660555 0.974668 -0.28 0.43 -1.56 0.407
N 0.016450 -2.035212 -0.320171 -0.82 1.49 -1.12 -0.326
N -1.219709 -0.244825 -1.228586 0.65 -2.64 -0.32 -0.670
C -0.325470 -0.596235 -0.450714 -1.05 -2.16 1.05 0.626
C -0.634588 2.092733 0.122454 0.37 0.54 -0.66 -0.192
H -1.505826 0.669260 -1.388689 -0.33 1.74 -0.07 0.376
```
Positions in Å, forces in eV/Å.

Relative energy (zero: lowest compared OMol25 entry of this formula, charge and spin), kJ/mol: 0.0
E_HOMO (spin up / spin down), eV: -9.40 / -9.40
F_max, eV/Å: 2.7
HOMO-LUMO gap (spin up / spin down), eV: 6.9 / 7.2
LUMO level (spin up / spin down), eV: -2.54 / -2.24

---

Entry 2:
Molecular formula: C4H2Br2O2S
Method: DFT, ωB97M-V/def2-TZVPD

```
11
Properties=species:S:1:pos:R:3:forces:R:3:nbo_charge:R:1
Br 2.714871 -1.142250 1.418666 -0.44 0.76 -0.12 -0.240
Br -0.145531 -1.300748 3.773589 -0.19 0.21 0.06 0.266
S 0.545497 0.365608 -2.191076 3.44 -1.09 2.56 1.696
O 1.466756 0.450062 -1.058710 -1.10 -0.99 -0.87 -0.892
O 0.500418 1.598362 -2.853850 -0.98 2.10 -2.09 -0.863
C -1.239147 -0.327264 1.159408 1.44 -0.94 4.04 -0.183
C -0.803990 -0.602031 2.269844 -0.68 -0.03 -1.61 -0.062
C -1.509924 0.011178 -0.089178 -0.39 0.31 -0.24 0.080
C -1.628975 0.373747 -1.214213 -1.18 0.42 -2.62 -0.309
H -1.787069 0.562226 -2.263873 -0.58 0.16 0.72 0.271
H 1.887093 0.011111 1.049392 0.66 -0.90 0.17 0.237
```
Positions in Å, forces in eV/Å.

Relative energy (zero: lowest compared OMol25 entry of this formula, charge and spin), kJ/mol: 311.8
E_HOMO, eV: -9.76
F_max, eV/Å: 4.4
HOMO-LUMO gap, eV: 8.5
LUMO level, eV: -1.28

---

Entry 3:
Molecular formula: C44H122N14O18
Method: DFT, ωB97M-V/def2-TZVPD

```
198
Properties=species:S:1:pos:R:3:forces:R:3:mulliken_charge:R:1
O 13.659970 -9.398190 -0.987380 0.97 -1.98 -0.47 -0.636
O 26.022030 -14.736690 12.135550 -1.38 1.22 0.34 -0.664
O 23.141750 -9.204190 13.396870 0.05 -0.91 -0.14 -0.525
O 30.544460 -4.858500 10.190380 -0.18 -0.33 -0.59 -0.494
O 16.906680 6.611020 5.932000 -0.90 1.20 -0.78 -0.668
O 19.766120 1.432230 10.004500 -0.24 1.15 -1.17 -0.639
O 30.478990 0.008100 10.678510 0.92 -0.47 -0.30 -0.501
O 31.923120 2.374360 2.049360 -0.17 0.45 0.14 -0.435
O 20.430590 -2.292160 5.617440 0.39 0.42 -0.34 -0.449
O 10.816520 -3.035660 1.751790 -0.13 -0.66 -1.54 -0.501
O 25.130510 7.348240 5.708650 -0.19 -1.10 0.31 -0.518
O 26.900630 -11.437260 6.009540 -1.20 0.72 0.20 -0.503
O 18.823960 -5.186760 -3.761320 -0.36 -0.70 -1.23 -0.531
O 27.823380 -8.298060 -1.373420 0.46 -0.61 0.81 -0.511
O 14.014880 -6.644170 12.618520 -0.12 -0.15 -0.04 -0.515
O 21.759500 -12.981620 4.221590 2.77 -0.76 0.02 -0.619
O 11.180830 -4.417560 9.036060 2.41 0.13 1.35 -0.622
O 19.825350 0.577120 1.049370 0.98 1.87 -0.20 -0.498
N 13.085220 -7.505070 0.004850 0.53 1.43 1.63 -0.391
N 24.840780 -12.970610 11.314810 -0.64 2.57 -4.03 -0.336
N 19.860810 -12.386030 5.174940 -1.75 1.03 3.45 -0.385
N 9.469710 -3.214700 8.206380 -0.97 3.93 0.83 -0.408
N 20.995590 -3.417290 6.219160 -0.72 -1.72 1.67 0.460
N 31.514260 1.054730 2.083030 0.44 -2.18 -0.08 0.032
N 24.597640 -13.413640 13.351880 -1.00 -0.70 4.56 -0.359
N 9.652730 -5.221030 7.675700 -2.78 -6.12 -3.67 -0.361
N 20.337930 -0.442110 11.033330 1.40 -4.04 -0.12 -0.367
N 19.909980 1.315180 12.259350 -0.24 1.47 1.44 -0.385
N 19.956200 -12.527810 3.005460 -1.38 0.30 -3.94 -0.383
N 18.552040 5.378990 6.690470 3.62 -0.36 -0.35 -0.399
N 16.617660 5.110510 7.545140 -3.16 -2.50 3.74 -0.363
N 11.870760 -8.225240 -1.642350 -3.10 0.16 -2.70 -0.364
C 27.138730 -10.023560 5.959770 1.55 -0.72 -0.40 -0.127
C 29.286580 0.661260 10.412760 -1.02 1.07 1.16 -0.272
C 20.631490 -12.615960 4.127030 -0.42 -0.47 0.70 0.638
C 25.356980 -8.168660 13.217300 0.36 0.12 0.43 -0.989
C 23.217420 -2.331960 6.423210 -0.09 -0.65 -1.05 -1.899
C 28.467510 0.715480 11.710590 -0.71 -0.37 -0.67 -0.959
C 26.995060 -7.618320 -0.424660 0.78 0.90 -0.37 -0.199
C 17.307220 5.768640 6.705420 0.19 2.30 -3.17 0.677
C 33.910370 0.228360 2.240190 -0.62 0.26 -0.69 -1.882
C 29.365530 1.340190 3.504230 0.21 0.25 0.12 -1.709
C 22.053560 1.711920 0.566240 -0.63 -0.02 0.22 -0.867
C 29.750730 -0.652450 1.969900 -0.48 0.17 1.78 -1.324
C 22.020950 -6.057600 6.894600 0.35 2.02 -1.05 -0.822
C 29.416170 1.604160 1.038520 -1.53 0.75 -0.94 -1.945
C 30.417450 -5.514340 8.916770 -0.30 0.77 -0.61 -0.262
C 12.056520 -2.062780 3.489250 -1.85 -0.02 1.11 -1.003
C 15.487250 -8.025210 11.223120 -0.96 -0.47 -0.48 -1.000
C 20.604660 -5.601710 7.150710 -0.36 -1.87 0.48 -0.991
C 22.959440 -4.799750 6.836460 0.33 -1.49 -0.57 -1.171
C 23.877530 -8.017750 13.637470 0.10 0.40 -0.13 -0.183
C 12.912880 -8.464370 -0.914340 1.79 0.26 1.77 0.665
C 20.548120 1.878470 0.964270 0.68 -1.20 -0.44 -0.263
C 22.748720 -4.016650 4.487500 0.45 0.61 -0.23 -1.777
C 19.992360 -4.563790 6.231810 1.10 0.02 -1.72 1.207
C 10.190710 -4.310700 8.382650 0.77 1.51 1.07 0.646
C 19.707660 -5.104450 4.708120 -0.25 1.06 1.38 -1.547
C 15.342450 -6.886700 12.216850 0.70 -0.28 -0.64 -0.215
C 32.723720 0.620100 4.298260 -0.90 -0.15 -0.07 -1.599
C 22.450650 -3.615080 5.975340 -0.89 -0.32 -0.34 1.531
C 26.538850 -6.418580 -1.182040 -2.07 0.81 -1.14 -0.929
C 20.012370 0.826150 11.014860 -0.54 0.87 0.05 0.629
C 10.655940 -2.267900 2.900690 1.06 -0.06 -0.09 -0.220
C 28.625190 -9.999220 5.589820 0.46 1.18 -0.46 -1.095
C 30.032060 0.857390 2.175600 1.11 -0.52 0.24 1.647
C 31.965650 -1.267960 2.745470 1.64 -0.74 1.44 -1.193
C 18.664940 -4.098990 6.879580 0.17 0.71 -0.46 -1.901
C 18.843470 -6.333770 -2.891990 -0.25 1.78 0.07 -0.238
C 20.028960 -6.123450 -2.001020 -0.34 -0.78 0.74 -0.870
C 25.668620 6.460770 7.961640 -0.21 -1.04 -2.58 -0.948
C 32.478290 0.180790 2.857790 0.46 0.11 -1.62 1.500
C 25.220730 -13.789630 12.256730 2.55 -2.32 -0.58 0.633
C 24.819580 6.278290 6.627070 -0.42 1.70 1.70 -0.267
C 31.632160 -5.261670 8.020140 0.32 -0.35 -0.05 -0.868
C 30.537600 -1.480110 3.041310 -1.72 0.59 -1.78 -0.580
H 34.245050 1.258700 2.119860 0.10 0.05 0.54 0.383
H 28.404390 1.228860 0.885090 -0.34 -0.06 0.31 0.434
H 23.345870 -7.230190 13.103430 0.40 0.35 -0.23 0.244
H 30.260630 -2.527360 2.920220 0.09 -0.10 0.22 0.351
H 18.901350 -5.837910 4.711300 0.20 -0.27 0.11 0.434
H 15.062870 -7.823260 10.239650 0.04 0.50 -0.13 0.290
H 29.746090 0.914270 4.432600 0.21 -0.30 -0.24 0.314
H 24.173430 -12.511780 13.515540 0.18 -0.32 -0.26 0.156
H 19.317150 -4.268040 4.128460 -0.09 0.28 0.18 0.370
H 25.901320 -6.760950 -1.997180 -0.07 -0.04 -0.31 0.259
H 20.935020 -6.317180 -2.575150 0.14 0.10 0.44 0.232
H 28.290970 1.159870 3.534240 -0.06 -0.12 -0.37 0.403
H 24.701290 5.314190 6.132490 1.23 -0.34 0.08 0.348
H 16.510900 -8.357790 11.050950 0.02 0.03 0.31 0.315
H 23.794690 6.419500 6.970230 -0.38 0.35 0.10 0.231
H 25.523870 -8.956150 12.482390 -0.39 -0.12 0.06 0.254
H 23.365310 -4.522270 7.809270 -0.59 0.28 0.22 0.423
H 29.822420 1.491550 0.033340 0.80 -0.16 0.35 0.417
H 34.014130 -0.160990 1.227400 -0.46 -0.37 -0.02 0.415
H 30.275080 -1.158850 4.049270 -0.10 -0.01 -0.03 0.326
H 26.696910 6.171560 7.744700 0.05 -0.26 0.29 0.253
H 25.870360 -7.297580 12.810170 -0.75 0.45 -0.26 0.327
H 29.470040 2.416600 3.640270 0.12 0.19 -0.23 0.427
H 31.022960 -5.472500 10.752200 0.09 0.10 0.16 0.292
H 20.561580 -5.427850 4.112860 0.00 -0.37 0.59 0.282
H 18.895190 -7.257200 -3.468810 0.08 0.30 -0.26 0.267
H 12.714310 -1.445020 2.877880 -0.11 -0.24 0.07 0.304
H 34.565960 -0.352890 2.888620 0.15 0.20 -0.01 0.417
H 25.983050 -11.536380 5.745320 -0.17 -0.53 0.11 0.296
H 31.765820 -4.222110 7.720890 -0.24 0.26 0.63 0.236
H 9.750620 -2.412640 8.752170 -0.42 -0.07 -0.06 0.221
H 17.206810 4.630920 8.210720 -1.29 -0.24 0.46 0.166
H 24.725650 -14.004360 14.161060 0.02 0.26 -0.07 0.207
H 32.548260 -5.590110 8.511050 0.08 0.00 -0.02 0.265
H 22.387930 -6.857300 7.537960 -0.12 0.34 0.37 0.433
H 26.919320 -9.482600 6.880270 0.27 -0.41 0.58 0.219
H 18.838680 4.594150 7.257890 0.65 0.32 -0.63 0.158
H 28.140870 -0.285650 11.991930 -0.06 -0.15 0.05 0.314
H 22.296690 -3.436310 3.683150 -0.50 0.51 0.46 0.329
H 18.903880 -12.066790 5.125340 0.31 -0.22 -0.19 0.157
H 31.741930 0.666560 4.769460 0.30 0.16 0.62 0.329
H 24.429110 7.240480 5.062100 0.14 0.50 -0.47 0.297
H 15.709600 -5.976210 11.743240 0.55 0.15 0.34 0.237
H 26.497130 -9.489460 5.258920 0.13 -0.36 -0.66 0.274
H 13.639050 -6.164150 11.876940 -0.51 0.06 0.09 0.307
H 26.242760 -8.287060 -0.006420 -0.25 0.24 -0.13 0.268
H 11.753350 -1.566230 4.411000 0.84 0.52 0.31 0.319
H 24.273570 -2.511520 6.222160 0.12 0.03 0.03 0.424
H 20.072630 -6.538860 6.987050 -0.82 0.05 0.28 0.448
H 20.606990 -0.933390 10.192900 -0.22 0.40 0.04 0.203
H 15.937400 -7.188830 13.078730 -0.12 0.53 0.25 0.278
H 20.358920 -12.921280 2.166960 0.05 0.35 0.23 0.207
H 25.721510 7.516250 8.228600 -0.56 -0.17 0.17 0.283
H 19.100450 -12.002200 2.898090 0.25 -0.30 0.14 0.178
H 29.873450 -0.999940 0.944090 0.64 0.12 0.04 0.386
H 23.126740 -2.086880 7.481420 -0.34 -0.21 -0.03 0.372
H 11.595370 -8.928450 -2.312980 -0.17 0.48 0.06 0.217
H 20.671310 -0.867920 11.886360 -0.11 0.05 -0.27 0.176
H 15.628580 5.291410 7.640460 0.40 -0.16 0.35 0.224
H 28.905700 -10.617910 4.737390 -0.71 -0.29 -0.06 0.317
H 11.330340 -7.399240 -1.428410 -0.28 -0.61 -0.55 0.163
H 31.591250 -5.742020 7.042540 -0.30 -0.56 0.14 0.324
H 27.333470 -5.857930 -1.674320 0.35 -0.30 0.37 0.272
H 22.477250 -9.247630 14.088350 -0.10 -0.20 -0.15 0.297
H 8.669710 -5.150170 7.454900 0.40 -0.12 -0.23 0.155
H 25.237250 -12.924970 10.387000 0.15 -0.37 0.37 0.202
H 20.227170 -12.489530 6.110440 0.17 0.09 -0.40 0.207
H 27.569140 1.299740 11.511420 -0.13 0.12 0.29 0.305
H 21.957730 -6.515730 5.907570 0.47 0.01 -0.28 0.296
H 20.481370 2.375200 1.932200 0.07 -0.02 0.06 0.250
H 22.576720 1.100510 1.301480 0.03 0.11 0.11 0.237
H 23.811240 -3.889630 4.280080 0.24 -0.26 0.20 0.451
H 18.159570 -3.388240 6.225710 0.22 0.33 0.11 0.404
H 33.238620 1.580280 4.330680 -0.22 0.12 0.02 0.412
H 9.953140 -3.116210 1.339860 0.01 -0.14 -0.25 0.285
H 27.556740 -7.173080 0.396550 0.67 -0.90 0.19 0.209
H 28.766850 0.161370 9.595390 -0.37 0.09 -0.03 0.248
H 20.354920 -1.743960 6.401890 -0.32 0.58 -0.29 0.346
H 20.064580 2.542440 0.247730 -0.29 -0.40 -0.10 0.268
H 12.557050 -6.647050 -0.065380 0.49 -0.13 0.53 0.148
H 9.990510 -2.839040 3.548070 0.06 0.35 0.68 0.254
H 32.487980 -1.829930 3.519720 0.50 0.03 0.27 0.422
H 19.089030 5.883530 5.999690 0.52 -0.61 0.40 0.207
H 14.850760 -8.840370 11.567370 0.36 -0.35 0.26 0.302
H 30.099330 -6.547900 9.053380 0.69 -0.33 0.01 0.291
H 10.042100 -6.132250 7.480360 0.22 0.32 0.57 0.201
H 29.557340 -5.106110 8.386060 -0.17 0.47 0.32 0.216
H 30.169910 -0.888520 10.827340 0.64 -0.41 0.16 0.300
H 29.280500 2.668600 1.229990 0.30 0.07 0.04 0.349
H 29.012170 1.117120 12.565070 0.16 0.21 -0.32 0.269
H 23.728600 -7.805940 14.696270 0.67 0.36 0.13 0.306
H 18.657320 -4.376420 -3.274320 -0.02 -0.23 0.31 0.298
H 10.213170 -1.303370 2.652240 -0.14 0.19 0.15 0.279
H 22.540520 2.683770 0.485580 -0.07 0.19 0.39 0.314
H 13.819760 -7.650370 0.682670 -0.23 0.41 -0.25 0.198
H 23.836690 -5.167370 6.304110 0.37 0.19 -0.01 0.416
H 20.007440 -5.120150 -1.575560 0.17 0.13 -0.26 0.306
H 12.470440 -3.014750 3.821720 0.28 0.04 -0.45 0.278
H 20.171490 0.766700 13.066120 -0.17 0.45 -0.20 0.163
H 20.469040 -5.337470 8.199460 -0.07 0.30 0.02 0.386
H 19.885640 -6.773620 -1.137960 0.68 -0.37 0.07 0.297
H 25.194620 5.786070 8.674520 0.35 0.36 0.40 0.320
H 17.870310 -4.812570 7.097430 0.57 -0.81 -0.25 0.376
H 22.470630 -5.039840 4.234820 0.21 -0.07 0.47 0.370
H 26.022510 -8.364620 14.058000 -0.33 -0.53 0.28 0.271
H 19.657730 2.288700 12.352820 0.12 -0.33 0.17 0.218
H 25.901420 -5.687540 -0.684680 0.12 -0.07 0.60 0.330
H 24.264790 -12.181690 11.571630 0.11 -0.25 -0.33 0.158
H 18.892470 -3.641610 7.842460 0.05 0.28 -0.06 0.385
H 22.922050 -1.482640 5.807160 -0.07 0.05 0.11 0.416
H 22.263540 1.264380 -0.405220 -0.64 -0.26 -0.06 0.278
H 29.310230 -10.323860 6.373040 -0.39 0.08 0.37 0.282
H 28.681420 -0.755330 2.154530 -0.21 -0.07 0.05 0.510
H 32.271380 -1.837250 1.867670 -0.11 0.72 -0.59 0.393
H 27.271230 -8.930150 -1.839470 0.01 -0.03 -0.02 0.301
H 8.524340 -3.277590 7.856500 0.41 0.41 0.15 0.173
H 28.942010 -9.009160 5.261920 0.04 0.32 0.31 0.338
H 17.913030 -6.343220 -2.324280 -0.10 -0.22 0.14 0.239
H 33.377220 -0.094300 4.798920 -0.21 -0.04 0.10 0.447
H 31.746750 2.705270 2.933100 0.05 0.57 0.42 0.352
H 29.433560 1.706800 10.141930 0.58 -0.12 -0.35 0.294
H 19.924280 0.336100 1.973330 -0.11 -0.30 0.02 0.283
```
Positions in Å, forces in eV/Å.

Relative energy (zero: lowest compared OMol25 entry of this formula, charge and spin), kJ/mol: 383.8
E_HOMO, eV: -8.28
F_max, eV/Å: 7.7
HOMO-LUMO gap, eV: 8.1
LUMO level, eV: -0.21

---

What is the formula in the second record?
C4H2Br2O2S

---

F_max of number 3 (C44H122N14O18)?
7.7 eV/Å

---

Which of these has the lowest relative energy (zero: lowest compared OMol25 entry of this formula, charge and spin)?
C2HN5O3S2